Entry 1:
{
  "formula": "C5H10OS",
  "method": "ωB97M-V/def2-TZVPD",
  "symbols": ["S", "O", "C", "C", "C", "C", "C", "H", "H", "H", "H", "H", "H", "H", "H", "H", "H"],
  "positions_angstrom": [[0.00904, 1.69479, -0.89718], [0.79497, 1.83992, -2.11657], [-0.97815, -0.67841, 0.10925], [-0.60949, -2.11813, -0.09975], [1.37059, 1.45368, 1.51898], [0.80415, 0.63494, 0.41258], [-1.20626, 0.23473, -1.09102], [0.58794, 2.03818, 1.91250], [1.52201, 0.00944, -0.14878], [0.18332, -2.54477, 0.67986], [-0.18837, -2.31254, -1.13430], [2.09011, 2.12185, 0.97485], [-0.76894, -0.25559, -1.97652], [-1.80360, -0.61138, 0.83049], [1.92134, 0.87444, 2.23718], [-1.51931, -2.66592, 0.04772], [-2.20936, 0.28477, -1.25928]],
  "atomic_forces_ev_per_a": [[-2.46, -0.84, 1.86], [0.87, -0.21, -0.82], [2.22, 2.45, 0.61], [2.59, -0.56, 0.29], [0.91, -0.11, -1.69], [-2.10, -2.15, -2.08], [3.95, -1.55, -0.02], [-0.64, 0.79, 0.99], [-0.29, 0.03, 0.46], [-1.72, 1.03, -1.55], [-0.50, 0.20, 1.20], [-0.34, -0.21, 0.72], [-0.08, 0.17, 0.06], [0.75, 0.48, 0.24], [0.05, -0.15, 0.47], [-0.41, -0.73, -0.11], [-2.81, 1.37, -0.63]],
  "homo_ev": -8.2740,
  "e_tot_ha": -669.78372,
  "mol_weight_da": 118.201,
  "lumo_energy_ev": 0.473,
  "largest_force_ha_per_bohr": 0.083,
  "charge": 0,
  "e_above_lowest_kcal_mol": 95.8
}

Entry 2:
{
  "formula": "C5H10OS",
  "method": "ωB97M-V/def2-TZVPD",
  "symbols": ["S", "O", "C", "C", "C", "C", "C", "H", "H", "H", "H", "H", "H", "H", "H", "H", "H"],
  "positions_angstrom": [[-0.03430, -1.56436, 0.23620], [-3.08888, -0.70762, -0.18182], [-2.13890, 0.32489, -0.24932], [1.09701, -0.24228, -0.44421], [2.53985, -0.35342, -0.13007], [-0.93932, 0.00182, 0.66354], [0.33460, 0.82398, 0.37445], [-2.73385, -1.57524, -0.22111], [3.04111, 0.50048, -0.56035], [0.13509, 1.80155, -0.10919], [2.75004, -0.33799, 0.93501], [2.94057, -1.24979, -0.58368], [0.98268, -0.12402, -1.54726], [0.88911, 1.04693, 1.31781], [-1.87593, 0.47329, -1.27885], [-1.29022, -0.04848, 1.71244], [-2.60867, 1.23025, 0.06642]],
  "atomic_forces_ev_per_a": [[0.01, 0.52, -0.34], [-1.73, 1.32, 0.39], [0.88, -1.64, 0.48], [-1.12, 0.39, -0.25], [0.43, -0.20, 0.05], [-0.07, 0.02, 0.02], [-0.10, 0.68, 0.54], [1.05, -0.98, -0.23], [0.34, 0.32, -0.24], [0.15, -0.50, 0.03], [-0.10, -0.22, 0.17], [0.35, -0.24, 0.00], [-0.23, -0.16, 0.78], [-0.37, -0.26, -0.67], [0.71, 0.09, -0.69], [0.23, 0.24, -0.56], [-0.44, 0.61, 0.50]],
  "homo_ev": -8.8460,
  "e_tot_ha": -669.90955,
  "mol_weight_da": 118.201,
  "lumo_energy_ev": 0.899,
  "largest_force_ha_per_bohr": 0.043,
  "charge": 0,
  "e_above_lowest_kcal_mol": 16.9
}

Entry 3:
{
  "formula": "C5H10OS",
  "method": "ωB97M-V/def2-TZVPD",
  "symbols": ["S", "O", "C", "C", "C", "C", "C", "H", "H", "H", "H", "H", "H", "H", "H", "H", "H"],
  "positions_angstrom": [[1.98616, -0.05475, 0.42486], [-2.59432, 1.66245, -2.08304], [-1.44758, 1.48430, -1.85885], [1.93361, -1.77405, 1.14026], [0.44049, 0.72930, 0.90301], [-0.91627, 0.20205, -1.23359], [-0.91675, 0.16343, 0.31026], [-1.57073, -0.60148, -1.59555], [0.36796, 0.71661, 2.00120], [-0.94969, -0.90610, 0.66113], [0.95019, -2.17228, 0.79756], [-0.68109, 2.21019, -2.24890], [2.79749, -2.35841, 0.89796], [0.45597, 1.73587, 0.74711], [-1.72274, 0.76921, 0.75361], [1.82152, -1.81014, 2.16167], [0.04578, 0.00382, -1.77870]],
  "atomic_forces_ev_per_a": [[0.79, -0.38, -0.07], [-1.81, 0.54, -0.11], [1.87, -0.58, -0.19], [-2.35, 1.04, -1.96], [-1.66, -3.06, 1.49], [-0.11, -0.34, -0.84], [2.27, -0.54, 0.27], [-0.16, 0.28, 0.08], [-0.04, -0.40, -0.13], [-0.49, 1.07, -0.38], [1.08, -0.38, -0.26], [-0.22, -0.14, 0.43], [0.29, -0.10, -0.74], [0.73, 2.85, -1.12], [0.06, -0.49, -0.30], [0.10, 0.52, 2.61], [-0.34, 0.11, 1.22]],
  "homo_ev": -8.7282,
  "e_tot_ha": -669.89132,
  "smiles": "CSCCCC=O",
  "mol_weight_da": 118.201,
  "lumo_energy_ev": 0.802,
  "largest_force_ha_per_bohr": 0.074,
  "charge": 0,
  "e_above_lowest_kcal_mol": 28.3
}

Entry 4:
{
  "formula": "C5H10OS2",
  "method": "ωB97M-V/def2-TZVPD",
  "symbols": ["S", "S", "O", "C", "C", "C", "C", "C", "H", "H", "H", "H", "H", "H", "H", "H", "H", "H"],
  "positions_angstrom": [[-3.16796, 4.26195, -2.45345], [-0.81912, 0.21985, -0.37826], [1.32325, -3.46529, 3.00991], [1.85440, -3.22178, 0.70311], [1.44305, -2.78383, 1.99086], [-0.90340, 2.43395, -2.05503], [-1.70835, 1.64456, -1.01784], [1.27508, -1.27854, 2.13148], [1.95466, -2.48570, -0.08196], [1.78655, -0.97391, 3.03519], [-0.27862, 3.19458, -1.58394], [2.06697, -4.23612, 0.38152], [-2.66071, 1.31298, -1.44441], [-1.66713, 3.06196, -2.58425], [1.73325, -0.82574, 1.24176], [-0.38765, 1.82795, -2.79815], [0.23814, -0.94679, 2.10036], [-2.08243, 2.25994, -0.19690]],
  "atomic_forces_ev_per_a": [[0.80, -0.59, -0.02], [-0.16, -0.04, -0.18], [0.08, -0.68, -0.82], [0.09, -0.52, -1.03], [-0.16, 1.26, 1.45], [-0.70, 0.40, 1.29], [0.26, -0.17, 0.12], [0.13, -0.10, -1.06], [-0.05, 0.10, 0.04], [-0.12, 0.18, 0.17], [0.29, -0.37, -0.11], [-0.15, -0.10, 0.54], [0.16, -0.45, -0.26], [-0.74, 0.62, -0.81], [0.07, 0.30, 0.34], [-0.17, 0.13, -0.02], [-0.03, -0.23, 0.36], [0.41, 0.26, 0.01]],
  "homo_ev": -7.7180,
  "e_tot_ha": -1067.77419,
  "mol_weight_da": 150.268,
  "lumo_energy_ev": -4.761,
  "largest_force_ha_per_bohr": 0.037,
  "charge": 0,
  "e_above_lowest_kcal_mol": 214.5
}

Entry 5:
{
  "formula": "C5H10OS2",
  "method": "ωB97M-V/def2-TZVPD",
  "symbols": ["S", "S", "O", "C", "C", "C", "C", "C", "H", "H", "H", "H", "H", "H", "H", "H", "H", "H"],
  "positions_angstrom": [[1.74504, -1.12691, 0.32732], [0.01735, -0.52687, 1.11957], [-1.61189, 3.24740, 2.88631], [-1.43621, 1.76954, 1.00686], [1.38221, -1.51898, -1.45333], [-0.32102, 1.05342, 0.27546], [0.61189, -2.83098, -1.51356], [-0.90082, 2.59276, 2.17180], [-2.16960, 1.08527, 1.44716], [1.13113, -3.64128, -1.00939], [-0.47713, 0.87742, -0.78518], [0.42295, -3.08979, -2.56508], [-0.37015, -2.57636, -1.11607], [-2.01706, 2.43272, 0.35859], [0.20666, 2.65437, 2.22129], [0.59463, 1.63718, 0.32898], [0.83664, -0.62961, -1.76153], [2.35537, -1.40932, -1.93918]],
  "atomic_forces_ev_per_a": [[1.27, 0.01, -0.51], [-0.98, 0.07, 0.01], [0.28, -0.31, 0.09], [-0.22, -0.09, 0.40], [0.15, 0.48, 1.38], [0.53, -0.09, 0.06], [-0.13, 1.02, -1.39], [-0.35, 0.64, -0.66], [0.01, -0.11, -0.19], [-0.20, 0.05, 0.12], [-0.46, -0.05, 0.02], [0.16, -0.19, 0.18], [0.01, -0.61, 0.45], [0.17, 0.04, 0.04], [-0.02, -0.12, 0.32], [0.19, 0.16, 0.07], [-0.37, -0.30, -0.42], [-0.04, -0.60, 0.04]],
  "homo_ev": -8.6779,
  "e_tot_ha": -1068.10731,
  "smiles": "CCSSCCC=O",
  "mol_weight_da": 150.268,
  "lumo_energy_ev": 0.730,
  "largest_force_ha_per_bohr": 0.034,
  "charge": 0,
  "e_above_lowest_kcal_mol": 5.5
}

Entry 6:
{
  "formula": "C5H10S",
  "method": "ωB97M-V/def2-TZVPD",
  "symbols": ["S", "C", "C", "C", "C", "C", "H", "H", "H", "H", "H", "H", "H", "H", "H", "H"],
  "positions_angstrom": [[-2.73412, 0.22136, -0.49495], [-0.25929, 1.11852, -0.09663], [-1.87907, -0.52729, 0.77693], [1.20465, 0.70335, 0.18906], [1.45716, -0.73821, -0.48013], [-1.05573, -0.21663, -0.37540], [-0.86549, 1.80413, 0.37971], [-0.10119, 1.50676, -1.05235], [-2.13023, -1.46531, 1.12363], [-0.58471, -1.00111, -0.94853], [2.28889, 1.42767, -0.28844], [2.52750, -0.98106, -0.33884], [0.55638, -1.48949, 0.06478], [1.48539, 0.68581, 1.45926], [1.57073, -0.97038, -1.75591], [-1.48088, -0.07812, 1.83781]],
  "atomic_forces_ev_per_a": [[-2.65, 0.86, -1.30], [2.62, -3.69, -2.47], [2.07, 0.90, 5.05], [3.92, 0.41, 1.68], [-0.15, -1.48, -0.34], [0.94, 2.00, 0.44], [-0.69, 1.23, 1.91], [-0.29, 1.03, -1.93], [-0.67, -2.40, -0.35], [-0.94, 0.52, -0.49], [-3.88, -1.65, 1.40], [-0.69, -0.38, 1.01], [3.97, 1.53, -1.60], [-0.81, -0.39, -3.83], [-1.46, 1.39, 3.48], [-1.29, 0.10, -2.66]],
  "homo_ev": -8.6796,
  "e_tot_ha": -594.49466,
  "mol_weight_da": 102.202,
  "lumo_energy_ev": 0.955,
  "largest_force_ha_per_bohr": 0.108,
  "charge": 0,
  "e_above_lowest_kcal_mol": 125.8
}

Entry 7:
{
  "formula": "C5H10S",
  "method": "ωB97M-V/def2-TZVPD",
  "symbols": ["S", "C", "C", "C", "C", "C", "H", "H", "H", "H", "H", "H", "H", "H", "H", "H"],
  "positions_angstrom": [[-1.34974, -1.05703, -0.37562], [1.03394, -1.15938, 0.25209], [1.72200, -0.19311, -0.65363], [-0.08022, -0.32222, 0.44192], [0.77123, 0.93863, -0.13474], [-2.39974, 0.40738, -0.10408], [1.68829, -1.51576, 1.12493], [-0.32615, -0.21388, 1.45979], [1.34181, 1.23580, 0.82945], [-1.76331, 1.49651, 0.00943], [-3.17105, 0.61767, -0.82338], [0.76426, -2.16696, -0.07415], [-2.88893, 0.32890, 0.86636], [2.72279, 0.20298, -0.56231], [1.57394, -0.49914, -1.67702], [0.36086, 1.89962, -0.57904]],
  "atomic_forces_ev_per_a": [[-2.97, 0.92, -1.83], [5.20, -4.43, 1.68], [0.17, 1.79, -1.96], [-0.04, 3.57, 1.66], [-0.09, -0.67, 2.41], [0.87, 2.93, 0.96], [-0.97, 1.28, -0.49], [-0.65, 0.55, 1.35], [-1.08, 0.05, -1.40], [-1.45, -3.30, -0.62], [-0.16, -0.31, -0.54], [0.20, 0.09, -0.93], [-0.04, -0.13, 0.05], [0.64, -0.91, 0.27], [-0.11, 0.22, -0.54], [0.48, -1.64, -0.07]],
  "homo_ev": -8.4559,
  "e_tot_ha": -594.58534,
  "smiles": "CSC1CCC1",
  "mol_weight_da": 102.202,
  "lumo_energy_ev": 0.988,
  "largest_force_ha_per_bohr": 0.137,
  "charge": 0,
  "e_above_lowest_kcal_mol": 68.9
}

Entry 8:
{
  "formula": "C5H10S",
  "method": "ωB97M-V/def2-TZVPD",
  "symbols": ["S", "C", "C", "C", "C", "C", "H", "H", "H", "H", "H", "H", "H", "H", "H", "H"],
  "positions_angstrom": [[0.25573, -0.47018, -0.65714], [-1.59458, 1.47370, -0.07611], [-1.31084, 0.12697, -0.09297], [2.81026, -0.13727, 0.36081], [1.30645, 0.56176, 0.35699], [-2.15212, -0.99302, 0.55104], [3.17012, -0.19075, -0.64502], [-2.61383, 1.85313, 0.31193], [-2.45697, -1.70731, -0.33648], [1.03925, 0.82223, 1.35974], [2.76339, -1.25126, 0.57208], [-0.89796, 2.11174, -0.57698], [1.53892, 1.50832, -0.10600], [3.42543, 0.41088, 0.99785], [-2.97742, -0.60631, 1.23990], [-1.43764, -1.62064, 1.09853]],
  "atomic_forces_ev_per_a": [[-0.05, 0.24, 0.23], [-1.58, -2.64, 0.28], [-1.36, 1.77, 1.15], [-3.56, -1.85, -0.73], [3.90, -0.81, -0.72], [-0.13, -0.23, -1.41], [0.40, 0.68, -0.73], [1.99, -0.57, -0.57], [-0.12, 1.40, 1.84], [-0.81, -0.59, 0.61], [-0.11, 1.38, 0.60], [0.05, 0.64, -0.04], [-0.38, 0.41, -0.45], [1.20, 0.65, 1.01], [0.91, -0.71, -1.33], [-0.36, 0.23, 0.25]],
  "homo_ev": -8.4639,
  "e_tot_ha": -594.63112,
  "smiles": "C=C(C)SCC",
  "mol_weight_da": 102.202,
  "lumo_energy_ev": 0.982,
  "largest_force_ha_per_bohr": 0.079,
  "charge": 0,
  "e_above_lowest_kcal_mol": 40.1
}